# 1
102
Properties=species:S:1:pos:R:3 method="wB97M-V/def2-TZVPD" multiplicity=1 orbital_gap_ha=0.2227 charge=+2 e_lumo_ev=-5.6 homo_energy_ev=-11.62
Rh -0.61 0.99 -0.49
C 0.07 -5.31 -3.78
C 0.62 -3.95 -4.22
C 2.14 -4.04 -4.36
C 0.02 -3.57 -5.58
C 0.21 -2.92 -3.18
C -1.11 -2.50 -3.06
C -1.45 -1.52 -2.16
N -0.57 -0.92 -1.36
C 0.69 -1.41 -1.37
C 1.11 -2.37 -2.27
C 1.55 -0.89 -0.29
C 2.53 -1.66 0.30
C 3.17 -1.21 1.45
C 2.76 0.02 1.95
C 1.77 0.74 1.31
N 1.19 0.31 0.17
C 4.22 -2.03 2.19
C 5.47 -1.16 2.38
C 3.65 -2.42 3.56
C 4.60 -3.30 1.43
H 0.26 -6.06 -4.55
H -1.01 -5.28 -3.62
H 0.54 -5.65 -2.86
H 2.39 -4.71 -5.19
H 2.61 -4.46 -3.47
H 2.59 -3.07 -4.57
H 0.38 -4.25 -6.35
H 0.31 -2.55 -5.87
H -1.07 -3.63 -5.59
H -1.89 -2.94 -3.67
H -2.48 -1.21 -2.06
H 2.15 -2.67 -2.26
H 2.74 -2.64 -0.11
H 3.18 0.44 2.85
H 1.43 1.68 1.71
H 5.31 -0.35 3.09
H 5.81 -0.73 1.44
H 6.28 -1.78 2.77
H 3.33 -1.54 4.14
H 4.41 -2.94 4.14
H 2.79 -3.08 3.46
H 5.05 -3.08 0.46
H 3.74 -3.96 1.29
H 5.34 -3.85 2.01
N 1.89 3.40 -0.13
C 0.69 3.70 0.38
N 0.62 4.68 1.26
C -0.61 5.06 1.61
N -0.75 5.99 2.55
N -1.75 4.57 1.06
C -1.57 3.56 0.26
N -0.39 3.02 -0.10
C -2.75 2.93 -0.37
C -4.00 3.51 -0.30
C -5.05 2.89 -0.96
C -4.80 1.73 -1.66
C -3.52 1.20 -1.65
N -2.50 1.78 -1.02
H 2.69 3.94 0.17
H 1.97 2.75 -0.90
H 0.07 6.40 2.97
H -1.67 6.30 2.81
H -4.12 4.42 0.26
H -6.05 3.32 -0.92
H -5.58 1.22 -2.20
H -3.31 0.30 -2.20
C -2.18 0.56 -5.08
N -1.52 1.82 -5.37
C -1.84 2.64 -6.44
C -0.99 3.68 -6.41
N -0.16 3.50 -5.32
C 0.92 4.39 -4.93
C -0.49 2.36 -4.69
Se 0.39 1.69 -3.19
H -1.97 -0.16 -5.87
H -3.25 0.72 -5.00
H -1.77 0.19 -4.14
H -2.63 2.40 -7.13
H -0.90 4.53 -7.06
H 1.07 5.11 -5.73
H 1.83 3.81 -4.78
H 0.67 4.91 -4.01
C -2.85 -1.41 10.39
C -2.56 -0.67 9.11
O -3.14 0.32 8.76
S -1.23 -1.46 8.20
C -1.26 -0.81 6.55
C -1.88 0.36 6.14
C -1.85 0.72 4.80
C -1.19 -0.07 3.86
C -0.53 -1.22 4.29
C -0.56 -1.59 5.62
C -1.17 0.29 2.47
C -1.15 0.59 1.30
H -3.61 -0.87 10.94
H -1.94 -1.48 10.99
H -3.18 -2.42 10.17
H -2.39 0.99 6.85
H -2.34 1.63 4.49
H -0.01 -1.84 3.57
H -0.05 -2.49 5.94

***

# 2
103
Properties=species:S:1:pos:R:3 method="wB97M-V/def2-TZVPD" multiplicity=2 orbital_gap_ha="0.2781 / 0.2579" charge=0 e_lumo_ev="-0.4 / -1.0" s_squared=0.76 homo_energy_ev="-7.98 / -7.98"
Bi 0.95 0.53 0.67
C 1.63 2.95 4.35
C 1.40 1.44 4.31
C 2.24 0.74 5.38
C -0.07 1.11 4.53
O 1.78 0.92 3.02
Ge 3.57 1.07 2.40
O 2.74 2.07 0.95
C 3.54 2.85 0.02
C 4.19 1.92 -0.99
C 4.60 3.61 0.82
C 2.62 3.85 -0.67
O 3.21 -0.43 1.28
C 3.41 -1.80 1.65
C 2.15 -2.35 2.31
C 3.71 -2.55 0.35
C 4.59 -1.93 2.61
H 1.29 3.37 5.29
H 1.10 3.43 3.53
H 2.70 3.18 4.24
H 1.95 1.09 6.38
H 3.31 0.95 5.25
H 2.09 -0.34 5.34
H -0.37 1.42 5.54
H -0.25 0.04 4.43
H -0.71 1.63 3.82
H 4.83 1.19 -0.49
H 4.81 2.49 -1.69
H 3.43 1.38 -1.56
H 5.33 2.94 1.27
H 4.13 4.20 1.61
H 5.13 4.29 0.15
H 1.92 3.35 -1.32
H 3.21 4.53 -1.28
H 2.07 4.43 0.08
H 1.31 -2.34 1.60
H 1.87 -1.74 3.17
H 2.29 -3.38 2.63
H 2.89 -2.40 -0.35
H 3.82 -3.62 0.54
H 4.63 -2.18 -0.10
H 4.38 -1.45 3.57
H 5.48 -1.46 2.18
H 4.81 -2.98 2.80
I 1.15 1.00 -4.70
C 0.00 2.09 -3.36
C -0.91 3.05 -3.84
C -1.67 3.80 -2.98
I -3.04 5.16 -3.78
C -1.52 3.64 -1.58
C -2.20 4.39 -0.59
C -1.95 4.18 0.73
C -1.02 3.20 1.10
N -0.38 2.48 0.21
C -0.61 2.67 -1.12
C 0.16 1.85 -2.01
O 0.97 0.96 -1.52
H -1.01 3.18 -4.91
H -2.92 5.14 -0.90
H -2.47 4.74 1.50
H -0.81 3.00 2.14
C -5.79 -1.39 -2.82
C -5.02 -1.01 -1.59
C -4.42 -1.99 -0.80
C -3.68 -1.65 0.32
C -3.52 -0.31 0.65
C -4.11 0.68 -0.11
C -4.86 0.32 -1.23
S -2.54 0.11 2.07
O -2.84 -0.85 3.10
O -2.84 1.50 2.36
O -1.13 -0.05 1.58
H -5.10 -1.68 -3.62
H -6.40 -0.57 -3.19
H -6.45 -2.24 -2.63
H -4.56 -3.04 -1.06
H -3.22 -2.42 0.94
H -4.00 1.71 0.18
H -5.33 1.10 -1.82
N 0.11 -1.80 -0.68
C -0.51 -2.50 -1.50
C -0.63 -3.97 -1.26
C -1.79 -4.64 -1.63
C -1.93 -5.99 -1.35
C -0.91 -6.68 -0.71
C 0.26 -6.01 -0.34
C 0.39 -4.66 -0.61
C -1.15 -1.89 -2.70
C -1.07 -2.52 -3.94
C -1.68 -1.94 -5.04
C -2.37 -0.74 -4.91
C -2.46 -0.12 -3.68
C -1.84 -0.69 -2.57
H -2.59 -4.10 -2.13
H -2.84 -6.51 -1.63
H -1.01 -7.73 -0.49
H 1.06 -6.55 0.15
H 1.30 -4.13 -0.34
H -0.54 -3.45 -4.04
H -1.61 -2.43 -6.01
H -2.85 -0.30 -5.78
H -3.01 0.80 -3.57
H -1.93 -0.23 -1.59

***

# 3
94
Properties=species:S:1:pos:R:3 method="wB97M-V/def2-TZVPD" multiplicity=1 orbital_gap_ha=0.1082 charge=+1 e_lumo_ev=-5.8 homo_energy_ev=-8.72
Br -3.69 -6.92 -0.32
C -4.22 -5.11 -0.05
C -5.41 -4.63 -0.63
C -5.74 -3.28 -0.50
C -4.86 -2.37 0.15
C -5.11 -0.96 0.15
C -4.19 0.00 0.58
C -4.52 1.33 0.81
C -3.91 2.02 1.92
C -4.70 2.83 2.77
C -4.22 3.25 4.01
C -2.88 2.99 4.38
Br -2.21 3.58 6.08
C -2.03 2.27 3.52
C -2.55 1.78 2.31
C -3.77 -2.92 0.87
C -3.44 -4.27 0.76
H -6.06 -5.31 -1.17
H -6.68 -2.90 -0.91
H -6.09 -0.62 -0.18
H -3.16 -0.30 0.77
H -5.39 1.75 0.33
H -5.74 3.04 2.46
H -4.88 3.76 4.71
H -0.99 2.09 3.81
H -1.89 1.21 1.65
H -3.20 -2.27 1.55
H -2.58 -4.67 1.30
C -6.85 7.23 0.11
C -5.57 6.55 -0.39
C -4.72 6.19 0.83
C -4.81 7.49 -1.34
C -4.37 8.72 -0.86
C -3.87 9.67 -1.74
C -3.71 9.36 -3.09
C -4.10 8.11 -3.59
C -4.00 7.85 -5.09
C -2.63 8.24 -5.64
C -5.10 8.59 -5.84
C -4.64 7.18 -2.69
N -5.26 5.97 -3.20
P -4.44 4.44 -3.29
H -5.02 3.68 -2.12
N -5.55 4.01 -4.54
C -5.27 2.98 -5.52
C -5.67 1.67 -5.25
C -6.33 1.30 -3.91
C -5.58 0.16 -3.23
C -7.77 0.86 -4.13
C -5.58 0.71 -6.25
C -5.17 1.07 -7.53
C -4.77 2.37 -7.80
C -4.82 3.35 -6.80
C -4.46 4.80 -7.16
C -5.58 5.44 -7.98
C -3.14 4.88 -7.92
C -6.47 5.00 -4.85
C -6.31 6.10 -4.10
H -7.47 7.57 -0.72
H -7.43 6.54 0.73
H -6.58 8.10 0.71
H -5.84 5.64 -0.94
H -3.75 5.77 0.53
H -4.54 7.09 1.42
H -5.24 5.46 1.45
H -4.47 8.95 0.20
H -3.60 10.67 -1.39
H -3.28 10.11 -3.77
H -4.13 6.77 -5.24
H -1.83 7.85 -5.01
H -2.48 7.85 -6.66
H -2.54 9.33 -5.68
H -6.10 8.30 -5.49
H -5.00 9.67 -5.67
H -5.06 8.42 -6.92
H -6.32 2.19 -3.26
H -4.51 0.36 -3.14
H -5.99 -0.03 -2.23
H -5.70 -0.76 -3.83
H -8.35 1.62 -4.67
H -7.79 -0.06 -4.73
H -8.26 0.66 -3.18
H -5.87 -0.32 -6.03
H -5.16 0.33 -8.33
H -4.42 2.64 -8.80
H -4.35 5.35 -6.21
H -6.54 5.44 -7.45
H -5.34 6.48 -8.24
H -5.72 4.88 -8.91
H -2.37 4.27 -7.43
H -3.28 4.50 -8.94
H -2.77 5.91 -7.98
H -7.17 4.86 -5.67
H -6.85 7.03 -4.20

***

# 4
102
Properties=species:S:1:pos:R:3 method="wB97M-V/def2-TZVPD" multiplicity=1 orbital_gap_ha=0.2165 charge=+3 e_lumo_ev=-9.9 homo_energy_ev=-15.81
Ta -0.47 0.12 -0.21
C -5.04 2.12 3.15
S -4.98 1.28 1.55
C -3.29 1.10 1.31
S -2.90 0.25 -0.19
N -2.41 1.57 2.12
N -1.12 1.22 1.76
C -0.21 1.83 2.41
C 1.15 1.38 2.19
C 2.20 1.82 2.96
C 3.44 1.19 2.82
C 3.55 0.14 1.92
C 2.46 -0.20 1.14
N 1.28 0.41 1.26
H -6.08 2.42 3.27
H -4.39 2.99 3.14
H -4.76 1.43 3.94
H -0.46 2.59 3.15
H 2.05 2.61 3.68
H 4.28 1.49 3.42
H 4.48 -0.40 1.80
H 2.52 -1.00 0.41
C 1.59 -0.64 5.92
C 0.06 -0.73 6.02
C -0.30 -1.30 7.40
C -0.55 0.67 5.90
C -0.45 -1.61 4.88
C -1.06 -2.85 5.12
C -1.49 -3.65 4.09
C -1.33 -3.20 2.79
S -1.76 -4.03 1.35
C -1.19 -2.75 0.43
N -0.69 -1.70 1.09
C -0.75 -1.96 2.50
C -0.28 -1.19 3.57
C -1.32 -2.71 -1.01
C -1.76 -3.78 -1.76
C -1.91 -3.63 -3.14
C -1.60 -2.42 -3.73
C -1.14 -1.35 -2.97
C -0.99 -1.48 -1.58
H 1.98 0.02 6.71
H 1.91 -0.24 4.96
H 2.06 -1.62 6.05
H 0.08 -0.63 8.17
H 0.15 -2.28 7.57
H -1.38 -1.38 7.53
H -0.25 1.28 6.75
H -1.64 0.62 5.89
H -0.22 1.17 4.99
H -1.19 -3.20 6.13
H -1.94 -4.62 4.29
H 0.24 -0.28 3.38
H -2.00 -4.73 -1.30
H -2.26 -4.46 -3.73
H -1.73 -2.29 -4.80
H -0.89 -0.44 -3.48
Cl -1.62 1.74 -2.74
C -1.35 3.30 -1.97
Cl -0.50 2.99 -0.41
H -2.31 3.77 -1.75
H -0.72 3.92 -2.59
C 3.30 0.15 -5.97
C 2.35 -1.04 -6.15
C 1.35 -1.23 -5.00
C 1.87 -1.99 -3.79
N 3.01 -1.34 -3.13
C 2.98 -0.25 -2.35
Se 1.51 0.85 -1.88
N 4.24 0.10 -2.04
C 4.65 1.34 -1.34
C 4.57 2.58 -2.22
C 5.50 2.55 -3.44
C 6.97 2.74 -3.08
C 5.11 -0.81 -2.62
C 6.51 -0.90 -2.61
C 7.07 -1.92 -3.34
C 6.27 -2.84 -4.05
C 4.90 -2.76 -4.05
C 4.34 -1.72 -3.31
H 3.81 0.37 -6.90
H 4.07 -0.04 -5.22
H 2.74 1.05 -5.68
H 2.91 -1.96 -6.31
H 1.77 -0.87 -7.06
H 0.48 -1.79 -5.36
H 0.99 -0.24 -4.68
H 2.22 -2.98 -4.09
H 1.09 -2.14 -3.05
H 5.68 1.17 -1.00
H 4.02 1.45 -0.46
H 4.82 3.44 -1.60
H 3.53 2.70 -2.55
H 5.19 3.36 -4.11
H 5.36 1.62 -4.00
H 7.12 3.67 -2.53
H 7.58 2.79 -3.98
H 7.36 1.93 -2.47
H 7.13 -0.19 -2.07
H 8.14 -2.02 -3.36
H 6.76 -3.63 -4.62
H 4.30 -3.47 -4.61

***

# 5
96
Properties=species:S:1:pos:R:3 method="wB97M-V/def2-TZVPD" multiplicity=6 orbital_gap_ha="0.2380 / 0.2320" charge=+2 e_lumo_ev="-4.8 / -7.6" s_squared=8.78 homo_energy_ev="-11.24 / -13.91"
Ir 0.70 -0.76 0.82
C 1.50 -2.01 2.41
C 2.49 -1.15 1.65
C 3.25 -1.82 0.52
C 2.36 -2.74 -0.32
C 0.88 -2.58 0.02
C 0.51 -2.81 1.46
C 1.17 -4.17 2.00
C 2.18 -3.40 2.82
C -2.41 -0.32 -2.52
H 1.06 -1.61 3.33
H 3.14 -0.60 2.34
H 4.10 -2.37 0.95
H 3.67 -1.03 -0.12
H 2.50 -2.53 -1.39
H 2.65 -3.79 -0.17
H 0.17 -2.92 -0.73
H -0.54 -2.86 1.75
H 1.59 -4.80 1.21
H 0.47 -4.74 2.61
H 2.13 -3.59 3.90
H 3.22 -3.50 2.48
H -2.31 -0.52 -1.45
H -3.36 -0.73 -2.89
H -2.37 0.77 -2.69
P 1.75 1.04 2.04
P -1.04 -1.09 -3.39
C 0.55 -0.02 -1.16
C 0.43 -0.62 -2.39
C 2.84 2.32 1.50
C 4.23 2.32 1.75
C 4.95 3.50 1.57
C 4.30 4.66 1.13
C 2.96 4.61 0.70
C 2.25 3.42 0.84
C 1.15 1.25 3.73
C -0.02 0.57 4.14
C -0.47 0.70 5.45
C 0.16 1.58 6.33
C 1.30 2.27 5.92
C 1.82 2.09 4.64
C -1.10 -0.53 -5.09
C -0.94 0.85 -5.32
C -1.02 1.38 -6.60
C -1.27 0.54 -7.70
C -1.40 -0.84 -7.49
C -1.35 -1.37 -6.19
C -1.26 -2.87 -3.19
C -2.23 -3.41 -2.32
C -2.27 -4.79 -2.09
C -1.37 -5.64 -2.74
C -0.39 -5.11 -3.59
C -0.35 -3.73 -3.83
H 0.78 1.07 -1.18
H 1.38 -0.81 -2.93
H 4.72 1.40 2.08
H 6.03 3.52 1.78
H 4.84 5.61 1.09
H 2.49 5.48 0.26
H 1.24 3.32 0.44
H -0.56 -0.08 3.45
H -1.31 0.09 5.79
H -0.23 1.71 7.34
H 1.80 2.95 6.62
H 2.75 2.58 4.34
H -0.76 1.51 -4.46
H -0.91 2.46 -6.75
H -1.38 0.97 -8.70
H -1.56 -1.49 -8.34
H -1.50 -2.43 -6.03
H -2.94 -2.76 -1.81
H -3.03 -5.20 -1.42
H -1.43 -6.72 -2.58
H 0.33 -5.77 -4.09
H 0.42 -3.32 -4.50
C -2.24 3.68 -0.14
C -1.76 2.66 0.87
C -1.12 3.43 2.03
O -0.76 1.86 0.24
B -0.81 0.58 0.83
O -2.03 0.34 1.45
C -2.80 1.55 1.36
C -3.42 1.82 2.72
C -3.92 1.32 0.36
H -2.64 3.21 -1.05
H -1.40 4.31 -0.43
H -3.01 4.32 0.29
H -0.24 3.97 1.66
H -1.83 4.15 2.44
H -0.78 2.76 2.83
H -3.94 2.79 2.70
H -4.15 1.04 2.94
H -2.67 1.83 3.52
H -3.55 1.02 -0.63
H -4.57 0.52 0.74
H -4.52 2.23 0.25

***

Copy entry 4 word for word.
102
Properties=species:S:1:pos:R:3 method="wB97M-V/def2-TZVPD" multiplicity=1 orbital_gap_ha=0.2165 charge=+3 e_lumo_ev=-9.9 homo_energy_ev=-15.81
Ta -0.47 0.12 -0.21
C -5.04 2.12 3.15
S -4.98 1.28 1.55
C -3.29 1.10 1.31
S -2.90 0.25 -0.19
N -2.41 1.57 2.12
N -1.12 1.22 1.76
C -0.21 1.83 2.41
C 1.15 1.38 2.19
C 2.20 1.82 2.96
C 3.44 1.19 2.82
C 3.55 0.14 1.92
C 2.46 -0.20 1.14
N 1.28 0.41 1.26
H -6.08 2.42 3.27
H -4.39 2.99 3.14
H -4.76 1.43 3.94
H -0.46 2.59 3.15
H 2.05 2.61 3.68
H 4.28 1.49 3.42
H 4.48 -0.40 1.80
H 2.52 -1.00 0.41
C 1.59 -0.64 5.92
C 0.06 -0.73 6.02
C -0.30 -1.30 7.40
C -0.55 0.67 5.90
C -0.45 -1.61 4.88
C -1.06 -2.85 5.12
C -1.49 -3.65 4.09
C -1.33 -3.20 2.79
S -1.76 -4.03 1.35
C -1.19 -2.75 0.43
N -0.69 -1.70 1.09
C -0.75 -1.96 2.50
C -0.28 -1.19 3.57
C -1.32 -2.71 -1.01
C -1.76 -3.78 -1.76
C -1.91 -3.63 -3.14
C -1.60 -2.42 -3.73
C -1.14 -1.35 -2.97
C -0.99 -1.48 -1.58
H 1.98 0.02 6.71
H 1.91 -0.24 4.96
H 2.06 -1.62 6.05
H 0.08 -0.63 8.17
H 0.15 -2.28 7.57
H -1.38 -1.38 7.53
H -0.25 1.28 6.75
H -1.64 0.62 5.89
H -0.22 1.17 4.99
H -1.19 -3.20 6.13
H -1.94 -4.62 4.29
H 0.24 -0.28 3.38
H -2.00 -4.73 -1.30
H -2.26 -4.46 -3.73
H -1.73 -2.29 -4.80
H -0.89 -0.44 -3.48
Cl -1.62 1.74 -2.74
C -1.35 3.30 -1.97
Cl -0.50 2.99 -0.41
H -2.31 3.77 -1.75
H -0.72 3.92 -2.59
C 3.30 0.15 -5.97
C 2.35 -1.04 -6.15
C 1.35 -1.23 -5.00
C 1.87 -1.99 -3.79
N 3.01 -1.34 -3.13
C 2.98 -0.25 -2.35
Se 1.51 0.85 -1.88
N 4.24 0.10 -2.04
C 4.65 1.34 -1.34
C 4.57 2.58 -2.22
C 5.50 2.55 -3.44
C 6.97 2.74 -3.08
C 5.11 -0.81 -2.62
C 6.51 -0.90 -2.61
C 7.07 -1.92 -3.34
C 6.27 -2.84 -4.05
C 4.90 -2.76 -4.05
C 4.34 -1.72 -3.31
H 3.81 0.37 -6.90
H 4.07 -0.04 -5.22
H 2.74 1.05 -5.68
H 2.91 -1.96 -6.31
H 1.77 -0.87 -7.06
H 0.48 -1.79 -5.36
H 0.99 -0.24 -4.68
H 2.22 -2.98 -4.09
H 1.09 -2.14 -3.05
H 5.68 1.17 -1.00
H 4.02 1.45 -0.46
H 4.82 3.44 -1.60
H 3.53 2.70 -2.55
H 5.19 3.36 -4.11
H 5.36 1.62 -4.00
H 7.12 3.67 -2.53
H 7.58 2.79 -3.98
H 7.36 1.93 -2.47
H 7.13 -0.19 -2.07
H 8.14 -2.02 -3.36
H 6.76 -3.63 -4.62
H 4.30 -3.47 -4.61